{
  "formula": "C9H16N2S",
  "method": "wB97M-V/def2-TZVPD",
  "lumo_energy_ha": 0.00691,
  "orbital_gap_ev": 8.081,
  "e_above_lowest_ev": 4.927,
  "homo_ev": -7.893,
  "smiles": "CC/C(C)=N/N1C(=S)[C@@]1(C)CC",
  "symbols": ["C", "C", "C", "C", "N", "N", "C", "S", "C", "C", "C", "C", "H", "H", "H", "H", "H", "H", "H", "H", "H", "H", "H", "H", "H", "H", "H", "H"],
  "coordinates": [[2.152, -3.360, -1.366], [0.804, -2.765, -0.809], [0.842, -1.341, -0.449], [1.937, -0.850, 0.505], [-0.035, -0.625, -1.082], [-0.319, 0.753, -0.944], [-1.242, 1.963, -1.152], [-1.915, 2.697, -2.367], [-0.781, 1.564, 0.189], [0.310, 2.557, 0.700], [-1.795, 0.889, 1.106], [-2.928, 1.936, 1.090], [2.549, -2.793, -2.132], [1.999, -4.412, -1.643], [2.726, -3.395, -0.437], [0.538, -3.401, 0.095], [0.012, -3.131, -1.512], [2.255, -1.675, 1.081], [1.590, 0.073, 1.123], [2.717, -0.512, -0.159], [1.144, 2.445, 0.151], [0.640, 2.489, 1.670], [-0.037, 3.597, 0.659], [-1.940, -0.106, 0.505], [-1.496, 0.697, 2.159], [-3.298, 2.089, 0.101], [-2.659, 2.937, 1.277], [-3.772, 1.679, 1.642]]
}

{
  "formula": "C2H2FO2S",
  "method": "wB97M-V/def2-TZVPD",
  "lumo_energy_ha": 0.15122,
  "orbital_gap_ev": 7.374,
  "e_above_lowest_ev": 1.782,
  "homo_ev": -3.259,
  "charge": -1,
  "symbols": ["C", "C", "O", "O", "F", "S", "H", "H"],
  "coordinates": [[-1.240, -0.316, -0.110], [-0.184, 0.493, 0.418], [2.023, 1.055, -0.559], [1.708, -1.426, -0.194], [-2.520, 0.096, -0.152], [1.632, -0.047, 0.378], [-1.073, -1.322, -0.373], [-0.345, 1.466, 0.593]]
}

{
  "formula": "C26H24Cl5LaN4O3S",
  "method": "wB97M-V/def2-TZVPD",
  "lumo_energy_ha": 0.15627,
  "orbital_gap_ev": 6.208,
  "e_above_lowest_ev": 0.307,
  "homo_ev": -1.956,
  "charge": -2,
  "symbols": ["La", "S", "C", "C", "C", "C", "C", "N", "H", "H", "H", "H", "Cl", "C", "C", "C", "Cl", "C", "Cl", "C", "Cl", "C", "Cl", "C", "N", "C", "C", "C", "O", "N", "C", "O", "H", "H", "H", "H", "H", "C", "N", "C", "C", "C", "C", "C", "C", "C", "C", "H", "H", "H", "H", "H", "H", "H", "H", "H", "H", "H", "H", "C", "O", "H", "H", "H"],
  "coordinates": [[1.535, 0.134, 0.529], [2.553, 1.937, 3.366], [1.513, 3.085, 2.695], [1.253, 4.384, 3.216], [0.423, 5.236, 2.529], [-0.303, 4.877, 1.350], [-0.084, 3.503, 0.967], [0.803, 2.704, 1.619], [1.745, 4.695, 4.160], [0.376, 6.280, 2.918], [-1.051, 5.458, 0.858], [-0.533, 3.088, 0.155], [1.535, -1.476, 3.956], [-0.113, -0.913, 3.674], [-0.364, -0.480, 2.393], [-1.622, -0.046, 2.096], [-1.974, 0.409, 0.430], [-2.669, 0.033, 3.065], [-4.143, 0.829, 2.622], [-2.442, -0.419, 4.301], [-3.606, -0.182, 5.556], [-1.140, -0.925, 4.658], [-0.668, -1.463, 6.278], [-1.376, 3.184, -4.685], [-0.272, 2.727, -3.863], [1.033, 2.824, -4.265], [2.039, 2.506, -3.425], [1.715, 2.010, -2.093], [2.638, 1.664, -1.340], [0.421, 1.947, -1.677], [-0.628, 2.221, -2.528], [-1.804, 2.232, -2.308], [-2.183, 2.505, -4.797], [-1.040, 3.473, -5.671], [-1.816, 4.035, -4.145], [1.257, 3.114, -5.250], [3.075, 2.583, -3.661], [-2.335, -4.456, 1.425], [-1.428, -4.086, 0.322], [-0.090, -4.524, 0.669], [-1.554, -2.669, -0.022], [-0.839, -2.251, -1.278], [-1.120, -3.030, -2.407], [-0.504, -2.817, -3.589], [0.542, -1.910, -3.598], [0.865, -1.158, -2.483], [0.153, -1.273, -1.275], [-2.163, -5.534, 1.604], [-3.359, -4.289, 1.119], [-2.008, -3.917, 2.399], [0.071, -5.566, 0.803], [0.221, -3.959, 1.529], [0.617, -4.166, -0.124], [-1.186, -2.119, 0.843], [-2.571, -2.459, -0.059], [-1.674, -3.973, -2.304], [-0.987, -3.263, -4.471], [1.077, -1.715, -4.505], [1.713, -0.511, -2.624], [4.600, -1.636, 0.899], [3.325, -1.167, 0.421], [4.308, -2.709, 0.898], [4.772, -1.424, 1.904], [5.470, -1.190, 0.221]]
}

{
  "formula": "C10H24NO2",
  "method": "wB97M-V/def2-TZVPD",
  "lumo_energy_ha": [-0.08813, -0.27363],
  "orbital_gap_ev": [5.856, 6.641],
  "homo_ev": [-8.255, -14.087],
  "s_squared": 2.01,
  "multiplicity": 3,
  "charge": 1,
  "symbols": ["C", "C", "C", "C", "C", "C", "C", "C", "C", "C", "N", "O", "O", "H", "H", "H", "H", "H", "H", "H", "H", "H", "H", "H", "H", "H", "H", "H", "H", "H", "H", "H", "H", "H", "H", "H", "H"],
  "coordinates": [[-4.019, 0.349, -0.628], [1.371, 2.914, 0.149], [-2.235, -1.772, 0.862], [2.968, -0.200, -0.829], [2.129, -1.318, 1.144], [1.221, -1.824, -1.018], [-2.736, 0.606, 0.150], [1.059, 1.624, 0.901], [-1.754, -0.569, 0.070], [0.415, 0.539, 0.035], [1.803, -0.782, -0.172], [0.150, 0.830, -1.240], [-0.498, -0.146, 0.688], [-3.802, 0.073, -1.655], [-4.631, 1.246, -0.644], [-4.604, -0.443, -0.173], [1.745, 3.650, 0.859], [0.478, 3.340, -0.307], [2.144, 2.783, -0.607], [-1.569, -2.620, 0.748], [-2.298, -1.515, 1.913], [-3.220, -2.065, 0.515], [2.692, 0.184, -1.810], [3.392, 0.603, -0.229], [3.743, -0.959, -0.969], [2.683, -2.254, 1.051], [2.744, -0.621, 1.709], [1.208, -1.503, 1.696], [0.419, -2.326, -0.484], [0.829, -1.380, -1.931], [1.977, -2.564, -1.283], [-2.968, 0.796, 1.199], [-2.248, 1.496, -0.255], [0.333, 1.833, 1.690], [1.956, 1.266, 1.397], [-1.574, -0.830, -0.977], [0.699, 1.561, -1.561]]
}

{
  "formula": "C5H5O4PS",
  "method": "wB97M-V/def2-TZVPD",
  "lumo_energy_ha": 0.18168,
  "orbital_gap_ev": 4.733,
  "e_above_lowest_ev": 1.521,
  "homo_ev": 0.211,
  "charge": -2,
  "symbols": ["C", "C", "C", "C", "C", "O", "O", "O", "O", "P", "S", "H", "H", "H", "H", "H"],
  "coordinates": [[-1.712, -0.381, -1.112], [-2.996, -0.063, -0.892], [-1.611, 0.601, 0.998], [-0.885, -0.062, 0.051], [1.018, -0.860, 0.350], [3.701, -0.103, 0.228], [2.175, 1.525, -0.948], [2.249, 1.399, 1.577], [1.229, -1.767, -0.494], [2.170, 0.722, 0.270], [-3.391, 0.763, 0.607], [-1.528, -1.219, -1.831], [-3.811, 0.098, -1.569], [-1.289, 1.108, 1.904], [1.067, -1.074, 1.392], [3.612, -0.687, -0.532]]
}

{
  "formula": "C34H78BN4O12PS",
  "method": "wB97M-V/def2-TZVPD",
  "lumo_energy_ha": 0.01325,
  "orbital_gap_ev": 8.889,
  "e_above_lowest_ev": 0.000,
  "homo_ev": -8.528,
  "smiles": "CCOP(=O)(CCN(CC)[C@@](C)(CCCCN)[C@H](S)O[C@H](CCOC(=O)CC)B(O)OC)OCC.COCCNCCOC.COCCNCCOC",
  "symbols": ["C", "C", "O", "P", "O", "C", "C", "N", "C", "C", "C", "C", "C", "C", "C", "C", "N", "C", "S", "O", "C", "C", "C", "O", "C", "O", "C", "C", "B", "O", "O", "C", "O", "C", "C", "H", "H", "H", "H", "H", "H", "H", "H", "H", "H", "H", "H", "H", "H", "H", "H", "H", "H", "H", "H", "H", "H", "H", "H", "H", "H", "H", "H", "H", "H", "H", "H", "H", "H", "H", "H", "H", "H", "H", "H", "H", "H", "H", "H", "H", "H", "H", "H", "C", "O", "C", "C", "N", "C", "C", "O", "C", "H", "H", "H", "H", "H", "H", "H", "H", "H", "H", "H", "H", "H", "H", "H", "C", "O", "C", "C", "N", "C", "C", "O", "C", "H", "H", "H", "H", "H", "H", "H", "H", "H", "H", "H", "H", "H", "H", "H"],
  "coordinates": [[-3.997, 1.264, 3.629], [-3.685, 2.175, 2.454], [-2.594, 3.056, 2.845], [-1.903, 3.931, 1.711], [-2.676, 4.027, 0.456], [-0.254, 3.254, 1.468], [0.003, 1.889, 2.155], [0.969, 1.054, 1.437], [2.188, 0.935, 2.232], [2.997, 2.241, 2.240], [0.433, -0.254, 0.963], [0.101, -1.190, 2.147], [-0.906, -0.085, 0.213], [-1.029, 1.012, -0.866], [-1.728, 0.599, -2.161], [-3.113, -0.026, -1.960], [-3.122, -1.505, -1.968], [1.548, -0.934, 0.077], [1.115, -1.318, -1.649], [2.048, -2.106, 0.689], [3.462, -2.244, 0.795], [4.191, -2.339, -0.553], [3.854, -3.598, -1.326], [4.075, -3.369, -2.725], [4.071, -4.495, -3.483], [4.733, -5.443, -3.203], [3.192, -4.393, -4.688], [1.787, -3.894, -4.348], [3.761, -3.561, 1.644], [2.858, -4.589, 1.780], [4.983, -3.627, 2.230], [5.433, -4.860, 2.791], [-1.638, 5.324, 2.430], [-2.513, 5.793, 3.476], [-3.930, 6.072, 2.994], [-3.078, 1.057, 4.178], [-4.726, 1.736, 4.282], [-4.410, 0.333, 3.241], [-4.542, 2.783, 2.177], [-3.365, 1.592, 1.589], [-0.051, 3.215, 0.404], [0.444, 3.978, 1.895], [-0.937, 1.371, 2.323], [0.374, 2.117, 3.159], [1.961, 0.645, 3.268], [2.822, 0.151, 1.837], [2.703, 2.834, 1.372], [2.772, 2.842, 3.121], [4.066, 2.050, 2.185], [-0.697, -0.750, 2.749], [-0.263, -2.153, 1.787], [0.955, -1.371, 2.796], [-1.200, -1.056, -0.186], [-1.657, 0.127, 0.977], [-0.029, 1.383, -1.106], [-1.604, 1.850, -0.472], [-1.873, 1.516, -2.739], [-1.105, -0.056, -2.773], [-3.543, 0.340, -1.023], [-3.767, 0.318, -2.765], [-2.190, -1.849, -2.164], [-3.364, -1.864, -1.053], [2.365, -0.218, -0.038], [0.424, -2.428, -1.373], [3.918, -1.416, 1.346], [5.260, -2.279, -0.339], [3.949, -1.476, -1.179], [4.498, -4.421, -1.005], [2.800, -3.850, -1.176], [3.168, -5.390, -5.126], [3.670, -3.714, -5.399], [1.132, -4.008, -5.210], [1.370, -4.472, -3.520], [1.817, -2.846, -4.055], [2.302, -4.680, 0.999], [6.452, -4.706, 3.137], [5.429, -5.650, 2.039], [4.807, -5.156, 3.632], [-2.507, 5.080, 4.299], [-2.041, 6.710, 3.826], [-4.600, 5.246, 3.232], [-4.313, 6.971, 3.478], [-3.930, 6.249, 1.919], [-11.440, -0.050, 1.907], [-11.319, 1.315, 1.569], [-11.737, 2.231, 2.570], [-10.571, 2.915, 3.249], [-9.817, 1.998, 4.089], [-8.527, 2.485, 4.561], [-7.487, 2.953, 3.550], [-6.895, 1.927, 2.777], [-7.676, 1.444, 1.699], [-11.354, -0.620, 0.983], [-10.654, -0.389, 2.592], [-12.413, -0.264, 2.361], [-12.380, 1.732, 3.303], [-12.333, 2.997, 2.068], [-10.962, 3.725, 3.873], [-9.959, 3.373, 2.460], [-9.686, 1.122, 3.603], [-8.073, 1.681, 5.146], [-8.710, 3.313, 5.255], [-6.665, 3.390, 4.125], [-7.864, 3.749, 2.895], [-8.241, 2.246, 1.218], [-8.364, 0.654, 2.012], [-6.989, 1.017, 0.969], [6.625, 1.067, -4.124], [6.919, -0.003, -3.254], [6.247, -1.224, -3.541], [7.161, -2.255, -4.165], [7.540, -1.900, -5.525], [8.626, -2.683, -6.104], [9.968, -2.754, -5.383], [10.725, -1.560, -5.402], [10.325, -0.572, -4.475], [6.973, 1.981, -3.644], [7.131, 0.978, -5.093], [5.549, 1.153, -4.301], [5.367, -1.046, -4.168], [5.900, -1.621, -2.589], [6.635, -3.215, -4.184], [8.027, -2.368, -3.498], [7.776, -0.919, -5.566], [8.815, -2.282, -7.103], [8.268, -3.709, -6.239], [10.575, -3.486, -5.921], [9.869, -3.123, -4.354], [10.010, -1.013, -3.525], [9.517, 0.056, -4.862], [11.188, 0.068, -4.293]]
}

It is found that the total energy values, taken in the order of the records, are -23402.64766; -19753.53559; -113763.53898; -16332.25769; -33579.20504; -87855.11747 eV.